Density functional theory data (ωB97M-V/def2-TZVPD) for a molecular structure, C26H69BrO25PbS8 at a distorted geometry.

Each line ends with the Löwdin charge.
Element x y z (Å)
Pb 0.237 0.371 0.575  1.441
Br -1.781 -0.241 -1.755  -0.205
C 1.243 0.942 5.314  -0.104
C 1.807 1.099 3.926  -0.517
O 0.962 1.175 2.863  -0.420
H 0.635 0.040 5.381  0.054
H 0.637 1.835 5.470  0.055
H 1.938 0.757 6.133  0.071
H 2.307 0.134 3.835  0.080
H 2.590 1.840 4.086  0.083
O 2.145 4.388 -1.723  -0.288
S 1.125 3.384 -1.871  0.675
O 0.590 2.514 -0.780  -0.465
O -0.197 4.180 -2.358  -0.300
C -0.051 5.158 -3.479  -0.195
C -1.205 4.906 -4.552  -0.042
C 1.645 2.394 -3.347  -0.054
H 0.909 5.138 -3.995  0.107
H -0.189 6.095 -2.939  0.116
H -2.162 5.159 -4.096  0.065
H -1.335 3.831 -4.677  0.070
H -1.027 5.453 -5.478  0.076
H 1.790 1.342 -3.102  0.034
H 2.611 2.769 -3.684  0.075
H 0.833 2.589 -4.048  0.062
O -3.766 1.707 3.074  -0.248
S -2.657 2.358 2.461  0.656
O -1.788 1.621 1.592  -0.432
O -3.193 3.605 1.459  -0.271
C -2.279 3.986 0.367  -0.262
C -2.958 5.008 -0.525  -0.040
C -1.610 3.318 3.646  -0.078
H -1.927 3.203 -0.304  0.084
H -1.441 4.338 0.969  0.114
H -2.869 5.977 -0.034  0.087
H -3.885 4.644 -0.969  0.064
H -2.327 5.254 -1.379  0.057
H -0.684 3.680 3.199  0.067
H -1.502 2.583 4.443  0.056
H -2.180 4.119 4.117  0.070
O 1.208 -7.485 -0.388  -0.325
S 0.172 -7.276 -1.451  0.783
O -1.081 -8.055 -1.578  -0.308
O -0.257 -5.620 -1.406  -0.299
C -1.435 -5.294 -2.017  -0.326
C -1.771 -3.882 -1.469  -0.069
C 1.103 -7.121 -3.132  -0.072
H -2.270 -5.983 -1.894  0.115
H -1.291 -5.263 -3.097  0.112
H -2.680 -3.500 -1.933  0.076
H -0.922 -3.203 -1.381  0.034
H -2.055 -3.941 -0.418  0.051
H 0.468 -7.395 -3.975  0.060
H 1.934 -7.825 -3.185  0.059
H 1.385 -6.072 -3.214  0.040
O -6.387 3.931 -1.932  -0.325
S -6.264 2.895 -0.875  0.690
O -6.209 3.246 0.566  -0.304
O -7.446 1.753 -1.058  -0.240
C -8.552 2.183 -1.838  -0.339
C -9.589 3.030 -1.261  -0.086
C -4.807 1.887 -1.243  -0.124
H -9.020 1.255 -2.167  0.124
H -8.237 2.673 -2.759  0.111
H -9.742 2.821 -0.202  0.095
H -10.518 2.783 -1.774  0.082
H -9.486 4.083 -1.522  0.084
H -4.849 1.047 -0.549  0.064
H -3.976 2.516 -0.924  0.027
H -4.753 1.711 -2.317  0.075
O 3.102 1.380 0.570  -0.334
S 4.077 2.181 1.273  0.641
O 4.808 1.652 2.368  -0.265
O 5.239 2.619 0.194  -0.267
C 6.055 1.617 -0.383  -0.286
C 7.434 1.736 0.281  -0.068
C 3.493 3.906 1.684  -0.068
H 6.106 1.776 -1.460  0.120
H 5.766 0.568 -0.312  0.096
H 7.478 1.313 1.285  0.077
H 7.744 2.777 0.187  0.079
H 8.164 1.229 -0.350  0.072
H 4.185 4.504 2.277  0.067
H 2.606 3.851 2.315  0.064
H 3.446 4.530 0.792  0.054
O 1.205 -3.213 3.369  -0.300
S 1.899 -3.001 2.058  0.739
O 1.360 -1.835 1.356  -0.447
O 3.556 -2.869 2.231  -0.250
C 4.186 -1.651 2.108  -0.306
C 5.458 -2.046 1.447  -0.056
C 1.752 -4.513 1.009  -0.078
H 4.240 -1.141 3.069  0.133
H 3.682 -1.109 1.308  0.098
H 6.024 -1.185 1.094  0.062
H 5.334 -2.726 0.605  0.080
H 6.155 -2.407 2.204  0.087
H 2.341 -5.277 1.516  0.073
H 2.025 -4.291 -0.023  0.063
H 0.748 -4.903 1.176  0.068
O 1.837 -0.868 -1.204  -0.414
S 2.536 -1.452 -2.374  0.663
O 3.156 -0.600 -3.375  -0.295
O 3.613 -2.518 -1.877  -0.266
C 4.804 -2.617 -2.580  -0.248
C 4.547 -3.126 -4.086  -0.046
C 1.380 -2.550 -3.273  -0.080
H 5.496 -3.234 -2.006  0.119
H 5.348 -1.673 -2.579  0.112
H 4.330 -2.333 -4.802  0.065
H 3.731 -3.830 -4.252  0.062
H 5.483 -3.572 -4.421  0.070
H 0.382 -2.199 -3.008  0.025
H 1.557 -3.518 -2.805  0.052
H 1.459 -2.514 -4.360  0.081
O -1.324 -1.678 1.262  -0.442
S -2.264 -2.392 2.098  0.703
O -2.485 -3.845 2.228  -0.299
O -2.098 -1.738 3.650  -0.274
C -2.683 -2.402 4.699  -0.306
C -2.483 -1.454 5.929  -0.027
C -3.895 -1.666 1.690  -0.071
H -2.325 -3.428 4.781  0.117
H -3.729 -2.487 4.402  0.108
H -2.714 -1.943 6.876  0.072
H -3.153 -0.609 5.772  0.076
H -1.440 -1.153 6.024  0.065
H -3.725 -1.095 0.777  0.041
H -4.094 -1.029 2.552  0.057
H -4.581 -2.507 1.587  0.070

Its highest occupied orbital energy is -6.906 eV. For the HOMO-LUMO gap, the calculation gives 6.88 eV.